14 unconnected molecules or ions with the total composition C22H56Cl20O16P4. Source: the OMol25 dataset; level of theory: wB97M-V/def2-TZVPD.

The highest occupied orbital energy is -10.382 eV. As for the total charge: 0. For the total energy, the calculation gives -344095.338 eV. The gap between HOMO and LUMO comes out at 10.70 eV. The spin multiplicity is 1.

Last column: Löwdin charge in e.
Atoms and positions in Å:
C (1.293, 5.615, -3.090)  -0.9449
Cl (2.655, 6.841, -2.904)  0.4437
Cl (1.719, 4.164, -4.043)  0.4848
H (0.993, 5.309, -2.081)  -0.0042
H (0.472, 5.997, -3.725)  0.0319
C (-4.924, -4.624, 1.232)  -1.0424
Cl (-3.267, -4.070, 1.270)  0.5353
Cl (-5.205, -5.772, -0.071)  0.5205
H (-5.018, -5.133, 2.156)  0.0006
H (-5.622, -3.770, 1.208)  0.0473
C (2.115, -0.546, -7.206)  -0.9621
Cl (0.655, 0.457, -7.593)  0.4745
Cl (2.899, 0.109, -5.756)  0.5331
H (1.747, -1.538, -6.985)  -0.0400
H (2.812, -0.507, -8.087)  0.0535
C (-2.873, -0.619, -6.364)  -1.0852
Cl (-4.135, -1.773, -6.022)  0.5040
Cl (-3.612, 0.894, -6.783)  0.5514
H (-2.238, -0.523, -5.444)  0.0241
H (-2.318, -0.963, -7.279)  0.0318
C (1.471, -2.478, -3.957)  -1.0226
Cl (0.331, -2.977, -5.237)  0.5526
Cl (2.144, -3.775, -3.015)  0.5604
H (2.340, -1.978, -4.314)  -0.0406
H (0.868, -1.948, -3.209)  -0.0143
C (1.357, 0.055, 4.776)  -1.0355
Cl (2.884, 0.373, 5.516)  0.6036
Cl (0.471, 1.579, 4.483)  0.5117
H (1.527, -0.378, 3.808)  -0.0193
H (0.729, -0.478, 5.467)  0.0093
C (-0.103, 3.592, 0.374)  -0.9516
Cl (1.181, 2.655, -0.442)  0.6036
Cl (0.608, 4.960, 1.258)  0.5698
H (-0.721, 3.971, -0.390)  -0.0314
H (-0.537, 2.970, 1.169)  0.0271
C (-5.107, -0.140, -1.407)  -1.0174
Cl (-6.788, 0.074, -0.865)  0.5117
Cl (-5.019, -0.839, -2.998)  0.5696
H (-4.781, 0.870, -1.435)  -0.0267
H (-4.521, -0.701, -0.714)  0.0123
C (3.821, -3.002, 1.276)  -1.1031
Cl (4.483, -2.546, -0.291)  0.5298
Cl (4.649, -4.308, 1.993)  0.6097
H (3.683, -2.093, 1.907)  0.0422
H (2.876, -3.381, 1.041)  -0.0244
C (-2.486, -0.337, 2.666)  -0.9436
Cl (-1.101, -1.446, 2.547)  0.5838
Cl (-3.536, -0.728, 4.101)  0.4636
H (-2.094, 0.623, 2.850)  -0.0254
H (-3.073, -0.404, 1.716)  0.0347
C (6.018, 0.649, 3.771)  -0.0881
O (5.847, 0.946, 2.379)  -0.2139
P (4.470, 1.485, 1.854)  0.3120
O (3.247, 0.648, 2.044)  -0.2563
O (4.708, 1.641, 0.302)  -0.2143
C (5.649, 2.584, -0.339)  -0.0381
O (4.452, 2.806, 2.668)  -0.1947
C (3.372, 3.689, 2.373)  -0.1281
H (5.919, -0.434, 3.817)  0.0852
H (5.327, 1.127, 4.432)  0.0314
H (7.052, 0.991, 4.014)  0.1063
H (5.049, 3.274, -0.948)  0.0902
H (6.313, 2.048, -1.000)  0.0843
H (6.198, 3.209, 0.337)  0.0795
H (2.583, 3.525, 3.045)  0.0465
H (3.023, 3.676, 1.320)  0.0271
H (3.762, 4.677, 2.439)  0.0831
C (4.029, -3.367, 5.324)  -0.0748
O (2.950, -4.383, 5.249)  -0.2212
P (1.485, -3.889, 4.838)  0.3152
O (1.470, -3.031, 3.675)  -0.2524
O (0.683, -5.244, 4.614)  -0.2304
C (0.622, -5.902, 3.273)  -0.0150
O (0.864, -3.282, 6.144)  -0.2067
C (-0.520, -3.286, 6.468)  -0.0759
H (4.236, -2.931, 4.293)  0.0517
H (4.896, -3.956, 5.537)  0.0787
H (3.773, -2.507, 5.925)  0.0563
H (1.047, -6.891, 3.394)  0.0847
H (1.204, -5.276, 2.583)  0.0742
H (-0.445, -5.931, 3.056)  0.0837
H (-0.662, -2.763, 7.443)  0.1080
H (-0.811, -4.275, 6.659)  0.0675
H (-1.108, -2.809, 5.699)  0.0747
C (-3.246, 3.385, 0.693)  -0.0446
O (-4.162, 4.104, -0.199)  -0.1957
P (-3.726, 4.125, -1.684)  0.3157
O (-2.378, 4.703, -1.859)  -0.2321
O (-3.908, 2.683, -2.277)  -0.2503
C (-3.775, 2.439, -3.676)  -0.1114
O (-4.892, 4.921, -2.450)  -0.2165
C (-6.260, 4.335, -2.151)  -0.0344
H (-3.824, 3.020, 1.529)  0.0941
H (-2.540, 4.060, 1.109)  0.0650
H (-2.826, 2.557, 0.099)  0.0642
H (-2.833, 2.830, -4.083)  0.0853
H (-4.559, 3.031, -4.197)  0.0950
H (-3.953, 1.396, -3.877)  0.0161
H (-6.975, 5.187, -2.097)  0.1002
H (-6.287, 3.814, -1.213)  0.0647
H (-6.489, 3.699, -3.014)  0.0848
C (0.855, -1.079, -0.043)  -0.1200
O (0.392, -0.807, -1.345)  -0.2438
P (-1.119, -0.385, -1.465)  0.3532
O (-1.583, 0.641, -0.516)  -0.2268
O (-1.183, 0.007, -3.031)  -0.2259
C (-0.414, 1.172, -3.437)  -0.0903
O (-1.884, -1.750, -1.392)  -0.2433
C (-1.381, -3.065, -1.795)  -0.0381
H (0.952, -0.243, 0.540)  0.0313
H (1.865, -1.564, -0.055)  0.0761
H (0.162, -1.814, 0.364)  0.0298
H (-0.932, 2.119, -3.345)  0.0667
H (-0.105, 1.018, -4.432)  0.0519
H (0.457, 1.306, -2.802)  0.0394
H (-2.206, -3.661, -1.533)  0.0483
H (-0.435, -3.315, -1.253)  0.0906
H (-1.212, -3.022, -2.907)  0.0734

A molecular structure, C16H18BFN6Zn. Source: the OMol25 dataset; level of theory: wB97M-V/def2-TZVPD.

The highest occupied orbital energy (spin up / spin down) is -15.306 / -15.034 eV. As for the total charge: +2. For the total energy, the calculation gives -77617.420 eV. The gap between HOMO and LUMO (spin up / spin down) comes out at 3.88 / 3.10 eV. The spin multiplicity is 1. For the energy above the lowest of the compared OMol25 structures with the same formula, charge and spin, the calculation gives 129.2 kJ/mol.

Last column: Löwdin charge in e.
Atoms and positions in Å:
C (1.210, -1.806, 1.924)  -0.0633
N (0.220, -1.373, 1.118)  0.0370
N (-0.075, -2.402, 0.230)  0.0287
C (0.762, -3.443, 0.458)  0.0508
C (1.578, -3.107, 1.545)  0.0386
B (-1.132, -2.102, -0.908)  -0.4481
N (-2.418, -1.478, -0.280)  -0.0372
N (-2.358, -0.379, 0.552)  -0.0082
C (-3.630, -0.096, 0.910)  -0.0832
C (-4.510, -0.974, 0.247)  -0.0065
C (-3.702, -1.815, -0.524)  -0.0218
Zn (-0.370, 0.494, 0.495)  0.6931
N (-0.593, -1.052, -1.940)  0.0088
N (-0.274, 0.236, -1.546)  0.0088
C (0.195, 0.883, -2.643)  -0.0627
C (0.166, 0.009, -3.746)  0.0484
C (-0.349, -1.200, -3.259)  0.0280
H (0.564, 1.909, -2.652)  0.1407
H (-0.550, -2.146, -3.730)  0.1476
H (0.497, 0.201, -4.747)  0.1256
H (-1.394, -3.122, -1.474)  0.1297
H (-3.921, -2.590, -1.242)  0.1380
H (0.754, -4.336, -0.187)  0.1671
H (-5.583, -0.999, 0.290)  0.1130
H (2.372, -3.709, 1.975)  0.1324
H (-3.910, 0.695, 1.601)  0.1240
H (1.681, -1.186, 2.692)  0.1418
H (-1.154, 2.247, 0.019)  0.0116
C (-1.513, 2.772, 0.942)  -0.0195
H (-2.588, 2.943, 0.819)  0.0611
H (-1.341, 2.256, 1.881)  0.0298
H (-0.988, 3.727, 1.011)  0.0615
F (5.271, 2.818, 0.891)  0.1083
C (3.996, 2.302, 0.924)  -0.1865
C (3.107, 2.755, 1.895)  0.0704
C (1.781, 2.236, 1.895)  -0.0377
C (1.403, 1.321, 0.926)  -0.1427
C (2.319, 0.873, -0.006)  -0.0928
C (3.642, 1.368, -0.038)  0.0576
H (3.421, 3.507, 2.615)  0.1460
H (1.067, 2.582, 2.648)  0.1228
H (2.022, 0.148, -0.766)  0.0957
H (4.325, 1.034, -0.815)  0.1432

6 unconnected molecules or ions with the total composition C22H41I2N4O16P. Source: the OMol25 dataset; level of theory: wB97M-V/def2-TZVPD.

The highest occupied orbital energy is -9.617 eV. As for the total charge: 0. For the total energy, the calculation gives -87688.772 eV. The gap between HOMO and LUMO comes out at 8.07 eV. The spin multiplicity is 1.

Last column: Löwdin charge in e.
Atoms and positions in Å:
O (6.606, 0.901, 3.507)  -0.4055
P (6.068, -0.032, 2.297)  0.5050
I (7.274, 0.771, 0.337)  0.4691
C (4.455, 0.835, 1.955)  -0.5887
N (3.993, 0.910, 0.705)  0.0172
N (2.813, 1.452, 0.516)  0.0153
C (2.179, 1.898, 1.596)  -0.8830
I (0.339, 2.810, 1.297)  0.9196
N (2.604, 1.801, 2.847)  0.0156
N (3.781, 1.237, 3.029)  0.0468
H (6.315, 1.818, 3.441)  0.0481
C (-6.628, 0.672, 3.768)  -0.0471
C (-5.543, 0.290, 4.748)  -0.1955
O (-4.604, -0.634, 4.165)  0.0429
C (-3.668, -0.078, 3.402)  -0.6094
O (-3.506, 1.102, 3.217)  0.1109
O (-2.911, -1.051, 2.893)  0.0075
C (-1.857, -0.588, 2.045)  -0.0532
H (-7.121, -0.217, 3.376)  0.0632
H (-7.376, 1.293, 4.260)  0.0846
H (-6.218, 1.229, 2.926)  0.0821
H (-5.962, -0.237, 5.603)  0.1271
H (-5.008, 1.162, 5.118)  0.0971
H (-1.255, 0.163, 2.553)  0.0564
H (-2.266, -0.167, 1.128)  0.0964
H (-1.249, -1.457, 1.814)  0.0952
C (-9.012, 4.999, 7.994)  -0.0649
C (-7.837, 4.707, 8.901)  -0.2108
O (-6.898, 3.811, 8.281)  0.0341
C (-6.062, 4.377, 7.411)  -0.6123
O (-6.006, 5.548, 7.135)  0.1239
O (-5.281, 3.422, 6.907)  -0.0021
C (-4.336, 3.875, 5.932)  -0.0357
H (-9.484, 4.071, 7.672)  0.0809
H (-9.751, 5.598, 8.526)  0.0799
H (-8.692, 5.551, 7.111)  0.0763
H (-8.159, 4.184, 9.800)  0.1220
H (-7.323, 5.620, 9.196)  0.1222
H (-3.740, 4.702, 6.310)  0.0966
H (-4.850, 4.181, 5.022)  0.1030
H (-3.696, 3.025, 5.717)  0.0845
C (-12.856, 0.409, 0.647)  -0.0647
C (-11.588, 0.794, -0.082)  -0.2100
O (-10.414, 0.452, 0.677)  0.0354
C (-10.044, -0.826, 0.607)  -0.6120
O (-10.576, -1.688, -0.044)  0.1235
O (-8.968, -0.987, 1.378)  -0.0060
C (-8.470, -2.329, 1.430)  -0.0340
H (-12.870, 0.850, 1.644)  0.0813
H (-13.725, 0.768, 0.096)  0.0800
H (-12.934, -0.673, 0.746)  0.0763
H (-11.524, 1.873, -0.209)  0.1221
H (-11.532, 0.325, -1.063)  0.1223
H (-8.309, -2.719, 0.428)  0.0965
H (-9.167, -2.971, 1.965)  0.1000
H (-7.527, -2.274, 1.966)  0.0851
C (7.866, -1.051, -7.174)  -0.0610
C (8.620, -0.400, -6.036)  -0.2069
O (7.812, 0.572, -5.349)  0.0363
C (6.948, 0.072, -4.468)  -0.6127
O (6.814, -1.090, -4.181)  0.1187
O (6.267, 1.086, -3.934)  -0.0010
C (5.285, 0.698, -2.968)  -0.0703
H (7.471, -0.294, -7.853)  0.0812
H (8.534, -1.708, -7.731)  0.0738
H (7.032, -1.643, -6.800)  0.0760
H (9.473, 0.162, -6.410)  0.1230
H (8.983, -1.140, -5.325)  0.1220
H (5.725, 0.068, -2.200)  0.0229
H (4.462, 0.171, -3.451)  0.0994
H (4.920, 1.618, -2.521)  0.0882
C (13.674, -4.194, -8.921)  -0.0642
C (12.265, -4.180, -9.470)  -0.2104
O (11.452, -5.205, -8.871)  0.0365
C (10.965, -4.915, -7.666)  -0.6148
O (11.119, -3.882, -7.065)  0.1135
O (10.267, -5.965, -7.236)  0.0063
C (9.684, -5.799, -5.939)  -0.0328
H (14.116, -5.184, -9.033)  0.0818
H (14.290, -3.475, -9.462)  0.0800
H (13.683, -3.929, -7.864)  0.0760
H (12.258, -4.414, -10.532)  0.1223
H (11.789, -3.211, -9.324)  0.1204
H (9.090, -4.890, -5.894)  0.0928
H (10.461, -5.766, -5.177)  0.0983
H (9.052, -6.668, -5.787)  0.0934

A molecular structure, C46H59AsMnNOPS2Si. Source: the OMol25 dataset; level of theory: wB97M-V/def2-TZVPD.

The highest occupied orbital energy (spin up / spin down) is -13.163 / -13.163 eV. As for the total charge: +2. For the total energy, the calculation gives -183181.068 eV. The gap between HOMO and LUMO (spin up / spin down) comes out at 6.29 / 7.21 eV. The spin multiplicity is 4.

Last column: Löwdin charge in e.
Atoms and positions in Å:
Mn (-19.366, 2.236, 7.272)  0.6870
S (-18.777, 3.602, 9.608)  0.7337
C (-20.223, 4.216, 8.841)  -0.9989
N (-20.588, 3.783, 7.607)  -0.1069
C (-21.666, 4.527, 7.115)  -0.2807
C (-22.385, 4.314, 5.917)  -0.0031
C (-23.598, 4.940, 5.718)  -0.0466
C (-24.124, 5.783, 6.691)  -0.0492
C (-23.373, 6.156, 7.785)  -0.0617
C (-22.191, 5.454, 8.043)  -0.4014
S (-21.243, 5.435, 9.554)  1.1092
H (-22.062, 3.566, 5.246)  0.0905
H (-24.177, 4.598, 4.875)  0.1193
H (-25.151, 6.132, 6.621)  0.1262
H (-23.625, 7.016, 8.387)  0.1220
C (-19.035, 4.857, 1.420)  -0.0481
C (-19.875, 3.732, 1.379)  -0.0620
C (-19.880, 2.778, 2.402)  -0.0910
C (-19.007, 2.913, 3.481)  -0.3515
C (-18.127, 3.976, 3.505)  -0.1306
C (-18.156, 4.942, 2.492)  -0.0661
As (-18.825, 1.640, 5.013)  1.3229
C (-19.602, -0.020, 4.322)  -0.3320
C (-20.965, -0.247, 4.228)  -0.0986
C (-21.381, -1.454, 3.641)  -0.0632
C (-20.426, -2.287, 3.082)  -0.0539
C (-19.051, -2.037, 3.164)  0.0157
C (-18.655, -0.874, 3.825)  -0.1905
C (-17.245, -0.431, 4.050)  -0.1937
C (-16.132, -1.167, 3.704)  -0.0203
C (-14.884, -0.698, 4.009)  -0.0543
C (-14.742, 0.530, 4.661)  -0.0498
C (-15.875, 1.316, 4.960)  -0.0814
C (-17.122, 0.804, 4.650)  -0.3265
H (-19.141, 5.644, 0.666)  0.1215
H (-20.559, 3.597, 0.555)  0.1092
H (-20.597, 1.922, 2.341)  0.1150
H (-17.403, 4.070, 4.287)  0.0831
H (-17.464, 5.762, 2.551)  0.1068
H (-21.706, 0.478, 4.543)  0.1005
H (-22.426, -1.764, 3.581)  0.1173
H (-20.787, -3.217, 2.638)  0.1195
H (-18.337, -2.770, 2.828)  0.1141
H (-16.254, -2.142, 3.233)  0.1234
H (-13.973, -1.248, 3.702)  0.1312
H (-13.740, 0.918, 4.907)  0.1194
H (-15.830, 2.228, 5.547)  0.0960
C (-16.011, 5.017, 9.250)  -0.2158
Si (-17.703, 5.611, 9.753)  0.4144
C (-18.426, 6.899, 8.539)  -0.1908
C (-17.741, 6.182, 11.591)  -0.1802
H (-15.996, 4.972, 8.173)  0.0231
H (-15.702, 4.060, 9.659)  0.0318
H (-15.279, 5.797, 9.582)  0.0661
H (-18.908, 7.702, 9.119)  0.0425
H (-19.111, 6.451, 7.806)  0.0112
H (-17.583, 7.269, 7.868)  0.0682
H (-16.778, 6.651, 11.852)  0.0458
H (-17.984, 5.306, 12.235)  0.0385
H (-18.516, 6.892, 11.876)  0.0293
O (-18.651, 0.459, 8.781)  -0.4391
P (-19.070, -0.612, 9.773)  0.8444
C (-18.386, -0.425, 11.483)  -0.3623
C (-18.617, -1.540, 12.496)  -0.1886
C (-17.306, -2.174, 13.062)  -0.1896
C (-16.307, -1.155, 13.595)  -0.1937
C (-16.304, 0.180, 12.795)  -0.1817
C (-16.900, -0.035, 11.383)  -0.2145
C (-18.478, -2.294, 9.248)  -0.3153
C (-19.392, -3.023, 8.255)  -0.1910
C (-18.892, -4.430, 7.882)  -0.1629
C (-17.367, -4.543, 7.880)  -0.1926
C (-16.658, -3.204, 7.601)  -0.1856
C (-17.064, -2.082, 8.598)  -0.1859
C (-20.891, -0.679, 10.119)  -0.3552
C (-21.702, -0.524, 8.849)  -0.2174
C (-23.225, -0.297, 9.144)  -0.1691
C (-23.775, -1.240, 10.255)  -0.1694
C (-22.797, -2.383, 10.672)  -0.1637
C (-21.395, -1.825, 11.006)  -0.1861
H (-18.894, 0.545, 11.891)  0.1486
H (-19.199, -2.371, 12.050)  0.0801
H (-19.210, -1.216, 13.370)  0.1273
H (-16.831, -2.802, 12.328)  0.0956
H (-17.617, -2.837, 13.912)  0.1295
H (-15.276, -1.568, 13.685)  0.1199
H (-16.566, -0.897, 14.656)  0.1187
H (-15.299, 0.603, 12.712)  0.1034
H (-16.856, 0.993, 13.347)  0.1205
H (-16.346, -0.846, 10.841)  0.1034
H (-16.800, 0.858, 10.713)  0.1066
H (-18.329, -2.976, 10.145)  0.1417
H (-19.628, -2.355, 7.408)  0.1173
H (-20.378, -3.147, 8.735)  0.0905
H (-19.248, -4.714, 6.927)  0.0973
H (-19.265, -5.161, 8.589)  0.1130
H (-16.981, -5.311, 7.220)  0.1100
H (-16.928, -4.813, 8.846)  0.1128
H (-16.844, -2.904, 6.542)  0.1080
H (-15.570, -3.333, 7.724)  0.1138
H (-17.020, -1.119, 8.109)  0.0832
H (-16.272, -2.118, 9.362)  0.0984
H (-20.977, 0.305, 10.664)  0.1336
H (-21.702, -1.502, 8.296)  0.1158
H (-21.311, 0.228, 8.168)  0.0718
H (-23.744, -0.358, 8.175)  0.1081
H (-23.366, 0.730, 9.559)  0.1088
H (-24.649, -1.761, 9.872)  0.1040
H (-24.103, -0.639, 11.104)  0.1084
H (-22.820, -3.100, 9.870)  0.1035
H (-23.122, -2.884, 11.570)  0.1111
H (-20.721, -2.678, 10.843)  0.0902
H (-21.382, -1.590, 12.074)  0.1191